[1]
Formula: C25H42Cl2MoOSSi4Te
Source: the OMol25 dataset
Level of theory: the ωB97M-V functional and the def2-TZVPD basis

The geometry in XYZ format:
```
77
Properties=species:S:1:pos:R:3:forces:R:3:lowdin_charge:R:1
Mo 0.058848 1.377846 1.111508 2.66 5.34 -1.50 0.611
Cl -0.449516 3.537030 1.960657 -1.10 -0.01 -0.30 0.720
C 0.784988 4.029913 3.069561 1.17 0.17 0.78 -0.615
C 0.613507 5.160518 3.847810 -0.13 -0.11 -0.18 -0.076
C 1.649822 5.534148 4.689488 0.00 -0.10 -0.10 -0.040
C 2.810086 4.778205 4.763991 0.07 -0.10 -0.02 -0.065
C 2.960584 3.636786 3.989037 -0.39 0.15 -0.12 -0.678
Cl 4.386094 2.680566 4.079267 0.05 0.10 0.07 0.731
C 1.936751 3.255320 3.112057 -0.13 0.21 -0.07 -0.679
S 2.160385 1.890741 2.038845 -1.07 -0.89 -0.70 0.617
H -0.298160 5.733843 3.798505 -0.09 0.10 -0.04 0.119
H 1.554312 6.429004 5.284897 -0.03 0.02 0.07 0.124
H 3.606494 5.076747 5.427449 0.09 -0.01 0.05 0.122
C -3.069958 0.226920 -3.661181 0.49 -0.49 0.11 -0.202
Si -1.703762 -1.011141 -3.212331 1.75 0.70 0.30 0.507
C -1.410858 -2.391555 -4.480732 -0.43 0.34 0.50 -0.208
C -1.843738 -1.581415 -1.394700 -0.25 0.09 -0.43 -0.235
Si 0.715982 0.198858 -3.151023 -1.68 -0.81 -0.65 0.242
Te 0.188384 2.017840 -1.333152 0.16 -0.10 0.34 0.561
Si 2.479751 -1.191534 -2.180232 0.04 0.13 0.16 0.404
C 1.771772 -2.024330 -0.606637 0.06 0.32 -0.42 -0.217
C 3.963306 -0.159323 -1.578329 -0.53 -0.35 -0.36 -0.200
C 2.876525 -2.449689 -3.551221 -0.10 0.46 0.52 -0.202
Si 0.884813 1.641544 -5.185828 0.47 -0.03 0.53 0.417
C -0.597780 2.834155 -5.293870 0.51 -0.51 0.14 -0.202
C 0.997039 0.524436 -6.721610 -0.04 0.35 0.60 -0.202
C 2.506609 2.551218 -4.765531 -0.59 -0.09 -0.44 -0.232
H -4.049839 -0.195349 -3.447495 -0.11 -0.13 0.05 0.035
H -3.051129 0.476912 -4.716719 0.07 0.02 -0.19 0.025
H -2.982063 1.150399 -3.097088 0.07 0.13 0.14 0.018
H -2.334973 -2.928410 -4.678405 -0.19 -0.11 -0.04 0.034
H -0.681712 -3.119642 -4.140365 0.16 -0.05 0.17 0.020
H -1.064696 -1.993671 -5.429060 0.06 0.19 -0.12 0.021
H -2.839731 -1.962511 -1.184833 -0.24 -0.06 0.05 0.030
H -1.651680 -0.762092 -0.691852 -0.03 0.03 -0.24 -0.023
H -1.143844 -2.380516 -1.174321 0.18 -0.13 -0.07 0.006
H 1.351648 -1.259699 0.056593 0.05 -0.03 -0.13 -0.020
H 2.560507 -2.531981 -0.058113 0.26 -0.04 0.02 0.041
H 1.007043 -2.761879 -0.826958 -0.17 -0.07 -0.10 0.017
H 3.656404 0.554873 -0.817347 -0.13 0.12 0.08 0.009
H 4.447630 0.388403 -2.378897 0.04 0.13 -0.19 0.027
H 4.715416 -0.802463 -1.127180 0.05 -0.20 0.04 0.038
H 2.007552 -3.033986 -3.836101 -0.23 -0.05 0.01 0.019
H 3.642399 -3.147662 -3.228369 0.18 -0.11 0.16 0.037
H 3.249743 -1.956974 -4.442954 0.07 0.17 -0.15 0.028
H -1.458460 2.373307 -5.767925 -0.12 -0.17 -0.03 0.024
H -0.336519 3.707650 -5.886581 0.16 0.08 -0.09 0.038
H -0.901577 3.189360 -4.313761 -0.06 0.09 0.19 0.001
H 0.032392 0.104127 -6.989172 -0.20 -0.05 0.04 0.024
H 1.697257 -0.294545 -6.594082 0.15 -0.12 0.09 0.022
H 1.336529 1.106150 -7.575139 0.06 0.19 -0.08 0.038
H 2.494231 2.923146 -3.744257 -0.06 0.03 0.16 0.004
H 2.660420 3.408034 -5.416102 0.03 0.15 -0.15 0.032
H 3.371827 1.904600 -4.877025 0.09 -0.20 0.00 0.027
C -4.144384 -2.802473 6.329430 -0.09 0.05 -0.04 -0.003
C -3.123948 -2.366850 5.340894 0.11 -0.07 -0.04 -0.189
C -3.094263 -1.069697 4.828914 0.19 0.32 -0.32 0.032
C -2.170388 -0.687159 3.880275 -0.44 0.60 0.15 -0.152
C -2.197358 0.737108 3.405451 0.04 -0.05 0.00 -0.041
C -1.231466 -1.636880 3.375869 0.65 0.49 -0.89 -0.080
C -0.400660 -1.380082 2.256399 -0.79 -1.08 1.45 -0.022
O -0.254219 -0.249591 1.663813 -1.08 -4.37 1.25 -0.362
C -1.186032 -2.929004 3.983171 -0.07 -0.57 0.16 -0.165
C -0.132357 -3.935546 3.637463 0.05 -0.04 -0.04 -0.016
C -2.132574 -3.257655 4.928518 0.29 -0.07 -0.28 0.031
H -5.017115 -2.155515 6.323788 -0.04 0.02 0.01 0.095
H -3.718246 -2.784541 7.332796 0.08 0.02 0.10 0.113
H -4.447333 -3.829344 6.134188 -0.04 -0.03 0.00 0.102
H -3.811462 -0.339951 5.179846 -0.05 -0.01 0.01 0.134
H -2.976869 1.281714 3.934473 0.04 0.07 -0.09 0.100
H -2.414792 0.799048 2.324127 0.04 0.06 0.30 0.085
H -1.236654 1.225967 3.632034 -0.20 -0.04 -0.10 0.073
H 0.141269 -2.212796 1.804339 0.08 0.21 0.00 0.137
H 0.842776 -3.472892 3.498272 0.04 -0.07 -0.02 0.093
H -0.401624 -4.481535 2.733192 0.03 -0.03 -0.13 0.108
H -0.041242 -4.670042 4.434494 0.00 0.01 -0.01 0.098
H -2.118112 -4.244517 5.365062 0.08 -0.13 0.05 0.138
```
Forces are in eV/Å.

Output
LUMO level (alpha / beta) ... -7.7451 / -7.9348 eV
Charge ... +2
Highest occupied orbital energy (alpha / beta) ... -12.486 / -12.466 eV

[2]
Formula: C5H10O2
Source: the OMol25 dataset
Level of theory: the ωB97M-V functional and the def2-TZVPD basis

The geometry in XYZ format:
```
17
Properties=species:S:1:pos:R:3:forces:R:3:nbo_charge:R:1
C -2.602105 -0.416846 1.226732 -0.97 0.93 -0.10 -0.368
C -1.538738 0.339254 1.577599 -0.40 -1.73 -1.81 -0.233
C -0.600949 0.579593 0.453240 3.72 -0.63 1.99 -0.196
C 0.800881 0.471055 0.495081 -2.56 0.63 1.22 -0.259
C 1.592143 1.079493 -0.651134 -3.15 0.66 -0.03 -0.110
O 0.595736 1.325050 -1.666232 1.07 0.53 -0.80 -0.719
H -2.760673 -0.612713 0.113431 0.26 -0.03 1.73 0.193
H -3.463278 -0.666747 1.901625 1.11 0.14 -0.63 0.206
H -1.293326 0.715202 2.546326 -0.10 -0.09 0.62 0.215
H -1.106738 0.824157 -0.434095 -0.17 0.50 -1.03 0.214
H 1.306419 0.123269 1.447069 -0.59 0.58 -1.16 0.207
H 1.804894 2.131017 -0.481475 1.00 -0.18 0.80 0.204
H 2.404031 0.496824 -0.992544 1.04 -0.50 -0.38 0.189
H 0.349616 0.505455 -2.066760 -0.20 -0.86 -0.43 0.456
O 1.862539 -2.454952 -1.213705 -0.17 0.82 1.76 -0.944
H 1.162980 -2.425218 -1.860273 -0.42 0.00 -0.24 0.466
H 1.486569 -2.013891 -0.394885 0.52 -0.77 -1.50 0.479
```
Forces are in eV/Å.

Output
LUMO level ... 0.5318 eV
Highest occupied orbital energy ... -8.927 eV

[3]
Formula: C4H10O2
Source: the OMol25 dataset
Level of theory: the ωB97M-V functional and the def2-TZVPD basis

The geometry in XYZ format:
```
16
Properties=species:S:1:pos:R:3:forces:R:3:nbo_charge:R:1
O -3.371699 -0.014199 0.371605 0.18 -0.12 -0.03 -0.517
C -3.038980 0.392799 -0.692241 0.11 0.03 -0.12 0.643
O -2.019976 1.289301 -0.864762 -0.68 0.27 0.29 -0.712
H -3.467091 0.047752 -1.647531 -0.15 0.09 0.05 0.096
H -2.337164 2.002892 -1.438957 0.29 -0.26 -0.22 0.491
C 1.912600 -1.201804 1.130556 0.41 0.24 -0.03 -0.605
C 1.016354 -0.731995 -0.008165 -0.15 0.00 0.03 -0.397
C 0.861001 0.782211 -0.024618 0.12 0.23 -0.35 -0.605
H 2.935706 -0.914018 0.865868 -0.01 0.10 0.14 0.197
H 1.965268 -2.277410 1.285454 -0.36 -0.10 -0.02 0.208
H 1.686463 -0.702562 2.073156 -0.15 -0.12 0.06 0.202
H -0.003512 -1.126963 -0.007831 0.15 -0.38 0.32 0.194
H 1.481796 -1.100346 -0.926103 -0.15 0.22 -0.18 0.190
H 0.290408 1.089511 -0.895719 0.24 0.05 -0.23 0.213
H 0.266567 1.164691 0.803670 0.12 -0.22 0.32 0.207
H 1.822256 1.300137 -0.024379 0.03 -0.02 -0.01 0.193
```
Forces are in eV/Å.

Output
LUMO level ... 0.5326 eV
Highest occupied orbital energy ... -11.066 eV

Maximum force across the listed records, respectively: 6.15; 4.27; 0.79 eV/Å.
Energy relative to the best compared isomer or geometry (same formula, charge and spin) across the listed records, respectively: 30.0; 81.2; 19.5 kcal/mol.